Record 1
# C31H30N6O6S2Tl

A molecular structure, C31H30N6O6S2Tl at a distorted geometry (ωB97M-V/def2-TZVPD, the Open Molecules 2025 dataset).

Geometry as XYZ:
```
76
Properties=species:S:1:pos:R:3:forces:R:3
O -2.5926 2.6840 2.1002 -0.0974 0.1580 0.1192
H -2.3391 -3.3776 -1.1312 0.0309 -0.0024 0.0395
N 2.6456 1.9709 -0.0674 -0.0434 -0.0695 0.1792
H -2.5596 -2.8023 1.0612 -0.0120 -0.0345 0.0426
C 3.4176 0.2347 3.0862 0.0254 0.0036 0.0589
H -2.7032 1.3884 -2.4334 0.0152 -0.0272 -0.0372
C -0.2852 -0.2653 -3.3087 0.1061 -0.1170 0.0490
H 2.9428 2.4640 0.7660 -0.0194 -0.0823 -0.1080
C 4.7721 0.1079 3.3224 -0.0890 -0.0286 -0.0432
C -1.5899 -3.2762 1.2012 0.0015 0.0288 -0.0455
O -0.9990 1.3655 1.3028 0.1825 -0.0774 -0.2839
C -4.6154 0.9261 1.1380 0.0244 0.0903 0.0372
N 1.3443 2.0663 -0.4662 -0.0902 0.3229 -0.2038
H 1.0466 4.0063 1.7413 0.0150 0.0101 0.0136
H 1.0119 -3.1445 1.2211 0.0914 -0.0216 0.0369
C -3.2482 3.3114 -1.6318 0.0076 -0.0235 -0.0375
H -5.7165 -1.5068 -0.8799 -0.0069 -0.0282 -0.0217
H -1.1446 5.1304 0.2541 -0.0057 0.0380 0.0217
C 2.7337 -0.5973 2.1780 0.0852 0.1103 -0.1242
C -5.0185 -0.8747 -0.3486 -0.0729 0.0158 -0.0253
H -4.2621 3.2704 -2.0015 -0.0313 0.0076 -0.0071
Tl -0.2603 -0.2002 -0.2470 -0.1312 0.1673 0.9797
H 0.0605 0.7491 -3.1780 -0.0227 0.1213 0.0145
H 5.3957 -2.4507 1.1886 -0.0039 -0.0046 0.0013
H 0.5509 -4.6152 0.3207 0.0401 -0.0086 -0.0198
C 3.4990 -1.5686 1.5202 -0.2398 -0.0099 -0.2056
H -1.0282 -2.4988 -5.7377 -0.0039 -0.0031 -0.0085
H -0.3021 -0.1447 -5.4484 0.0109 0.0135 0.0048
H -1.3850 -3.9177 -3.7596 -0.0091 -0.0244 0.0056
C 0.6067 -3.5167 0.2822 -0.0312 0.1484 0.1049
S 1.0113 -0.2601 2.0260 0.2420 -0.2424 -0.0266
H 5.2989 0.2982 -0.3807 -0.0105 0.0268 0.0193
C -0.8773 -2.0905 -4.7465 0.0070 -0.0207 -0.0401
C -0.8911 -2.3886 -2.3430 -0.1595 0.1005 -0.0260
C -3.2586 0.7431 0.9235 0.1393 -0.0786 -0.0057
C -7.0538 0.2717 0.6755 -0.1287 0.0432 -0.0127
H 2.3309 4.3533 0.5532 -0.0013 -0.0258 0.0104
H -4.9648 1.7212 1.7794 -0.0007 0.0247 0.0183
H 3.0484 -2.1961 0.7649 -0.1007 0.0066 0.0269
C -5.5291 0.1003 0.5012 0.1889 -0.0678 -0.0318
H -0.9237 -4.3454 -1.4648 -0.0049 0.0355 -0.0115
S 3.0355 -0.0068 -1.8318 0.0398 0.0971 0.1158
H -1.1506 -2.8943 2.1221 -0.0044 -0.0152 0.0437
H -3.4449 5.1907 -0.6189 -0.0279 0.0317 -0.0050
C -0.6942 3.2415 -0.6752 0.2021 -0.0037 0.1004
C 1.2564 4.2335 0.6922 0.0586 -0.0317 0.0081
H 1.2745 -3.2226 -0.5315 -0.0446 0.0071 -0.0134
O 7.6172 -0.0625 3.4252 -0.0484 -0.1187 -0.0653
H 0.8000 5.1900 0.4594 -0.0041 -0.0109 -0.0071
C 0.7030 3.1281 -0.1546 -0.0633 -0.0270 -0.1300
C -0.5023 -1.0584 -2.1843 0.0598 -0.2537 -0.3343
C -1.2515 -3.3267 -1.2038 0.0761 0.0119 0.0833
H -3.2432 -1.6915 -1.2160 0.0582 -0.1113 -0.0809
C -0.4739 -0.7736 -4.5840 -0.0055 0.0702 0.0009
C -2.7919 4.3679 -0.8723 0.0427 -0.0333 0.0479
H 2.8478 0.9930 3.6090 -0.0108 0.0152 0.0025
C 4.8529 -1.7079 1.7656 0.0519 0.0479 0.0037
C -1.4919 4.3376 -0.3862 -0.0920 -0.0610 -0.0321
C -2.3755 2.2569 -1.8725 -0.0311 -0.0171 -0.0010
N 4.7295 1.0801 -0.1006 0.0233 -0.1170 -0.0473
O -7.7432 -0.5342 0.0276 -0.0591 -0.2637 -0.1907
O 7.5789 -2.1343 2.6432 -0.0625 0.0101 0.0056
H 4.8577 1.3710 0.8582 -0.0053 0.0103 0.0524
H 5.2773 0.7648 4.0172 0.0206 0.0129 0.0257
H -1.7273 -4.3640 1.2899 -0.0093 -0.0153 0.0380
C 6.9722 -0.9582 2.9492 0.0053 0.0282 0.0135
C -1.0765 -2.8853 -3.6343 0.0656 -0.0165 0.0298
C 3.4683 1.0405 -0.6124 -0.0137 -0.0412 -0.0424
N -0.7133 -2.9340 0.0899 0.0900 0.0300 -0.1598
C -2.2244 1.6806 1.5069 -0.0555 0.0148 0.1402
O -7.3962 1.1965 1.4256 0.0321 0.2502 0.2136
H 6.9101 -2.7823 2.3860 0.0775 0.0562 0.0250
N -1.1363 2.2184 -1.4097 -0.0459 -0.0403 -0.1025
C -3.6538 -0.9904 -0.5086 -0.0716 0.1776 -0.0357
N -2.7726 -0.2159 0.1316 -0.2321 -0.1310 -0.2059
C 5.5129 -0.8732 2.6647 0.0860 -0.0383 0.0452
```
Positions in Å, forces in eV/Å.

Results
* charge: -1
* multiplicity: 1
* relative energy (zero: lowest compared OMol25 entry of this formula, charge and spin): 7.8 kJ/mol

Record 2
# C31H31Br2CaN9

A molecular structure, C31H31Br2CaN9 (ωB97M-V/def2-TZVPD, the Open Molecules 2025 dataset).

Geometry as XYZ:
```
74
Properties=species:S:1:pos:R:3:forces:R:3
C -0.4578 -0.8370 2.8693 0.0600 0.0507 -0.1988
H -0.3724 1.3608 5.4120 0.0031 0.0187 -0.0072
H -2.0450 5.2351 1.8750 0.0244 0.0012 -0.0222
H -3.8136 4.5070 3.3893 -0.0001 0.0027 0.0005
C 1.5504 -1.3861 -5.1754 -0.0052 0.0282 0.0479
C -0.1026 0.3134 3.5710 0.0207 -0.0008 0.0457
C -1.6775 -0.0787 -6.4110 0.0099 -0.0175 -0.0130
H -4.2363 2.2256 2.4442 0.0059 -0.0069 0.0002
C 5.5898 0.1004 0.1497 0.0049 -0.0186 -0.0085
H 0.4386 -1.6100 -6.9844 -0.0268 0.0135 -0.0030
C -2.9745 3.8210 3.2338 -0.0264 -0.0032 0.0228
C -0.3329 -3.4328 0.3693 0.0069 0.0446 -0.0210
C -0.5998 -2.4672 1.4843 0.0186 0.1204 -0.0528
Ca 0.0851 -0.2421 -0.7462 0.0846 0.2512 -0.3054
H 2.4117 -1.1075 -3.2425 0.0088 -0.0184 -0.0377
N -1.3812 -2.8102 2.5398 0.0093 0.0039 0.0632
C 1.0476 -3.3025 -1.6573 0.0076 0.0526 0.0127
C -2.4048 4.2080 1.8684 0.0333 -0.0446 0.0925
H -3.4913 0.9973 -6.7084 -0.0028 0.0048 0.0077
Br -1.3545 2.3062 -2.4353 0.0141 -0.0904 0.0164
C -2.5604 1.4790 -4.8184 -0.0237 -0.0258 -0.0590
H 0.5999 1.0214 3.1519 -0.0077 0.0116 0.0045
C 0.5342 -0.0945 -3.3110 -0.0898 -0.0210 0.0282
H 0.9059 -3.0564 -2.7120 0.0217 0.0078 -0.0078
C -3.5135 2.3921 3.2458 0.0206 0.0409 -0.0249
H -4.0096 2.1846 4.1944 0.0030 -0.0044 0.0026
C -1.2772 2.2046 0.8464 -0.0037 -0.0781 -0.0266
H -1.7106 -0.5711 -7.3765 0.0037 -0.0017 0.0038
H -1.6010 5.0806 4.3553 0.0146 -0.0121 0.0092
N -0.0386 -1.2942 1.6189 0.0410 -0.2097 0.1917
C 4.4371 -2.1456 -0.9050 0.0059 -0.0479 -0.0183
N -1.2718 3.3777 1.4674 -0.1081 0.1234 0.0380
C -1.5389 -0.4393 5.3830 0.0317 0.0175 -0.0207
C 6.3847 -0.9647 -0.3030 -0.0182 0.0031 0.0006
C -2.6581 0.7942 -6.0481 -0.0004 0.0231 0.0368
C -0.5816 -0.3475 -5.5527 0.0216 -0.0184 -0.0162
H 0.5684 -3.9840 0.6545 -0.0002 -0.0276 -0.0225
H 1.1642 -4.3909 -1.5796 0.0050 -0.0135 0.0363
C 0.4796 -1.1792 -5.9903 -0.0054 -0.0038 -0.0169
C -0.5041 0.2379 -4.2556 -0.0213 0.0490 0.0403
C -1.8907 -1.5897 4.7026 0.0045 0.0188 0.0426
H 2.3928 -1.9749 -5.5248 0.0081 0.0025 0.0088
C -0.6444 0.4897 4.8309 -0.0305 -0.0142 -0.0112
N 3.5447 -3.1036 -1.3623 0.1321 -0.0438 -0.0172
H -2.7078 1.6621 3.1392 -0.0124 -0.0122 0.0048
H -1.9485 -0.2581 6.3680 -0.0029 -0.0021 -0.0023
Br -2.7231 -0.7735 -0.5206 -0.0704 -0.0423 0.0309
H -2.3826 3.8168 5.3153 -0.0019 -0.0094 -0.0019
C 2.2935 -2.6054 -1.1913 -0.1751 0.0974 0.0266
H 3.5955 0.8726 0.4261 0.0070 0.0022 0.0083
H 6.0708 0.9791 0.5578 0.0056 -0.0018 -0.0008
N 0.7391 2.8137 1.1892 -0.0591 0.0212 -0.0229
N 0.0035 3.7408 1.6794 0.0723 -0.0802 -0.0639
H -1.0841 3.3997 4.1968 0.0312 0.0047 0.0242
C 3.6346 -1.0956 -0.4567 -0.1023 0.0266 0.0320
H -1.9680 -3.6233 2.5971 -0.0085 0.0039 -0.0281
C 4.2116 0.0513 0.0821 -0.0056 0.0177 -0.0037
H 6.4370 -2.9287 -1.1893 0.0075 0.0069 0.0032
H -1.1466 -4.1612 0.3111 -0.0271 0.0151 0.0122
C 1.5466 -0.8624 -3.8581 0.0410 -0.0102 0.0799
C -1.3184 -1.7716 3.4506 -0.0625 -0.0358 0.0094
N 2.2933 -1.4160 -0.6476 0.1910 -0.1343 -0.0406
C -1.9501 4.0467 4.3409 -0.0357 0.0031 -0.0277
H 3.7803 -3.9832 -1.7867 -0.0443 -0.0056 -0.0047
H -3.1620 4.1076 1.0913 0.0112 -0.0044 -0.0195
C -1.5195 1.2022 -3.9855 0.0926 -0.0246 0.0543
H 7.4616 -0.8874 -0.2336 -0.0012 0.0103 0.0031
N -0.0281 1.8389 0.6534 -0.0963 0.0895 0.1413
H -2.1551 1.6458 0.5485 0.0272 -0.0036 -0.0349
H -0.9408 -2.7582 -1.4691 0.0049 -0.0370 -0.0135
H -2.5656 -2.3151 5.1374 0.0012 -0.0098 -0.0168
N -0.0916 -2.7854 -0.9158 -0.0315 -0.0613 0.0079
C 5.8245 -2.1088 -0.8381 -0.0094 0.0094 0.0019
H -3.2895 2.2300 -4.5491 -0.0019 -0.0008 -0.0008
```
Positions in Å, forces in eV/Å.

Results
* charge: 0
* multiplicity: 1
* relative energy (zero: lowest compared OMol25 entry of this formula, charge and spin): 4.9 kJ/mol

Record 3
# C31H31Br3F10O30

A molecular structure, C31H31Br3F10O30 at a distorted geometry (ωB97M-V/def2-TZVPD, the Open Molecules 2025 dataset).

Geometry as XYZ:
```
105
Properties=species:S:1:pos:R:3:forces:R:3
O 1.0365 -1.3241 -1.1194 -0.9253 -2.2566 -0.6604
C -0.0241 -0.8363 5.3276 -0.9945 0.9787 -1.3313
H -0.2629 -3.2375 -6.9119 0.7958 0.2121 -0.4293
F -0.2048 0.2111 0.9779 0.1456 0.2736 2.0826
H -1.5232 2.8968 -2.3950 -0.2804 0.0199 -0.2345
F -2.0660 -1.5179 4.4177 -0.7152 0.7662 0.0565
C 4.0891 3.0029 0.2048 -0.6877 -1.1722 0.7364
C -1.4136 4.1739 1.7110 1.8652 -0.7823 4.5341
C -0.0280 -2.8217 -5.9321 0.7079 -1.7452 -0.1594
C 5.5728 -5.5933 -2.3399 0.2929 -3.1018 0.4308
H -0.0727 5.2799 -3.1584 -0.4660 0.1962 -0.3026
O -0.1569 0.4977 5.7696 -0.2855 2.9919 0.5877
H -5.8092 -2.0198 1.1801 -0.5658 0.3251 0.2335
C 2.0181 3.5378 -0.5184 -3.1163 0.4729 -1.6638
F 7.7360 -5.1074 -2.6822 3.5669 0.4835 -2.5560
F -0.3835 -1.5770 -5.8671 -0.7382 3.2066 -0.5412
Br -0.5373 -4.7064 -0.9792 -1.1508 0.3779 -1.4508
C -5.6677 2.4244 0.8054 -0.1995 -0.7855 -1.1687
O 1.7949 1.0333 3.1111 2.5350 -1.5078 -0.6381
C 1.8474 -0.3160 -1.1139 3.1610 -0.3459 -0.2436
H 3.0430 -2.6851 1.8077 -0.5125 -0.3109 0.4807
C -4.1327 1.2507 -0.4482 0.5941 -0.5361 -0.4118
H 5.2991 -1.4938 2.4608 -0.0076 0.7991 0.5496
C -0.7263 -3.5704 -4.8724 -0.9926 0.8890 0.2545
C 2.5629 0.1145 2.8465 -1.4685 2.2112 0.6207
C -4.5577 -4.1273 2.4495 -1.0885 -2.9045 0.8005
H -0.7292 -0.7826 -2.0209 -0.1837 -0.1205 0.0150
H -0.9520 1.1368 -0.5767 0.5842 0.4533 -0.2194
C -1.7040 3.7343 -3.0688 3.4931 0.2732 -2.6425
H 7.2908 -5.6762 -0.8714 -0.1135 -0.0368 0.1337
C -2.1679 6.2407 1.5070 0.9499 3.5253 -0.2786
C -3.7956 -2.3668 1.1697 -1.1141 -0.7624 1.5448
H -0.4634 -1.5264 6.0479 0.2950 0.0973 0.0397
O 1.1158 0.7569 -0.7140 1.3902 2.4464 -0.1106
F -1.8768 3.4465 0.7573 -1.2303 -1.9969 -3.8156
C 4.3569 -1.0862 2.0945 -0.2845 0.4758 -1.4856
C 1.4532 -3.8524 -4.5533 2.7638 0.8476 1.1147
H -5.6842 2.9038 1.7842 0.3561 -0.4619 0.0362
O 6.4752 -3.8618 -1.3817 0.4547 2.7420 1.7432
C -0.1660 0.4216 -0.3341 -1.1202 -1.2332 -0.9185
C -1.8807 3.9256 -5.3682 0.5447 0.2619 -3.7598
C 3.4825 4.0616 1.0796 -0.4129 -1.3216 0.3610
O -0.9896 2.5655 4.9696 0.6521 -3.7494 -0.0884
H -4.4806 4.0927 0.0100 -0.0055 -0.0424 0.3387
H 0.4732 3.7291 -3.6783 -0.2128 -0.2483 -0.2404
C 0.8032 -4.4721 0.4945 0.9857 -0.5858 -0.0219
O 3.9173 0.2060 2.5175 -1.3510 0.7585 0.6135
O -1.2496 0.5864 3.8554 -0.4193 -0.2805 0.1522
Br 0.1486 -3.6336 2.1308 -0.5820 0.8535 1.4944
O -3.7172 -3.7615 1.4483 -0.3868 -0.1673 -0.4283
H -0.8949 -1.6837 -0.4590 0.0506 0.2538 0.0760
F 3.9760 5.2395 0.6675 0.0216 1.2927 0.1589
O -2.1670 7.4405 1.1920 -0.6662 -4.2035 0.9264
C 5.1267 -3.7775 -1.1562 -2.1775 2.3004 0.5288
O 1.3285 -2.9108 -5.5216 0.7292 0.6519 -1.1787
O -3.0928 5.5255 2.1655 -1.3912 2.1827 0.2504
O 2.1121 -1.1577 2.8555 2.0792 0.4842 -0.7315
C -2.5326 4.3572 2.7203 -0.1114 -0.6928 -0.2114
C 6.8880 -5.1322 -1.7258 -3.6596 -0.4931 0.3987
O -5.3578 -3.0772 2.8423 1.2723 -1.2014 0.1189
O 0.2914 -4.4006 -4.4353 -2.0015 -3.3501 2.0402
O -3.4478 0.2772 -0.6903 -0.8311 2.3865 -0.8273
O 2.1060 3.9512 0.7358 0.2188 1.1409 1.6290
C -5.1623 3.3161 -0.3368 0.5498 -0.0542 0.6449
C -0.3891 4.3950 -3.7106 -0.5034 -0.9457 0.9320
H -5.0300 -1.0646 2.4880 0.0486 -0.1565 0.0369
O 3.0659 -0.3715 -1.3687 -4.0020 1.0287 1.0087
O -2.3364 3.3136 -4.2839 -1.4034 -0.6724 1.3344
H -3.3214 3.6089 2.6424 0.3854 -0.3038 -0.0180
H 1.6389 -3.8502 0.1737 -0.0216 0.1137 -0.4197
O -4.6913 -5.2716 2.8780 0.6565 3.3672 -1.0897
O -0.7832 4.6636 -5.0642 -0.2831 -0.0965 0.3881
H -2.2243 4.4115 3.7644 0.0880 0.5270 -0.1135
H -0.9994 -2.8089 -4.1419 0.1247 -0.2339 0.6325
H -1.6744 -4.0071 -5.1861 0.5173 -0.8202 0.0653
H 5.4007 -5.3634 -3.3914 0.8366 -0.2788 -0.1975
H -0.5507 -1.2498 3.2199 0.0143 0.4589 -0.1655
C -0.8164 1.3450 4.8688 0.5301 1.0587 1.2523
O -1.0863 5.4353 1.3465 0.2141 1.7072 -1.3237
O 4.6094 -4.9470 -1.6483 -2.1885 3.3640 2.4987
C -0.9573 -0.7645 4.1071 0.9831 -2.1007 -0.7405
H -5.9681 3.8401 -0.8509 0.0087 -0.6145 -0.4183
H 4.4024 -1.1578 1.0078 0.0170 0.5114 -0.1453
F -2.3557 4.7081 -2.4686 -1.6546 0.8408 0.7991
O -4.3692 2.4334 -1.1466 0.2814 -1.7597 0.1565
H 5.1468 3.1069 -0.0371 -0.3889 0.4331 -0.4795
O 3.1763 3.0632 -0.8916 1.0115 -0.5920 -2.1383
C 3.2563 -1.9251 2.5594 -0.4617 -2.7692 0.0670
O 4.5174 -2.7897 -0.6662 2.8517 -4.6609 -1.8532
O 2.4514 -4.0834 -3.9011 -1.7566 0.2685 -1.7632
O -2.2927 3.7951 -6.5307 0.7887 0.3632 3.8432
F -6.9783 1.9882 0.5705 1.0233 0.3301 0.0862
C -0.3577 -0.9072 -1.0037 0.9188 -0.5389 -0.7894
H 3.5518 3.9275 2.1591 0.1448 0.2081 -0.1185
Br 1.6216 -6.2626 0.8603 0.7499 -0.7442 0.2630
H 5.4184 -6.6329 -2.0509 0.0363 -0.3764 -0.9282
O -4.8087 1.2655 0.7006 -1.6123 1.5857 1.5510
H 1.0148 -1.0424 5.0704 -0.1879 -0.1065 0.0904
O 0.9712 3.6379 -1.1694 2.7566 -0.4575 1.2343
H -0.5048 3.7241 2.1107 -0.0331 -0.1763 0.0351
F -2.6497 -1.8529 1.6126 0.7604 0.9304 0.3986
F 3.6921 -2.5041 3.7269 -0.4759 -0.4586 0.5028
H -3.9309 -2.0357 0.1400 0.2639 -0.8281 -0.1848
C -5.0697 -2.0286 1.9809 0.1955 1.4611 -1.4797
H 3.9430 2.0141 0.6396 0.1605 -0.0475 0.2135
```
Positions in Å, forces in eV/Å.

Results
* electronic energy: -331376.442 eV
* charge: -1
* multiplicity: 2
* <S²>: 0.754

charge of number 3 (C31H31Br3F10O30)?
-1